C35H33As2Br2N7O13Ti | the ωB97M-V functional and the def2-TZVPD basis

Structure (XYZ):
```
93
Properties=species:S:1:pos:R:3:forces:R:3
Ti 0.8859 0.6831 1.5969 0.33 0.04 -0.43
O -2.0502 -1.2407 2.4546 -0.03 0.02 0.05
C -0.9820 -0.9984 2.9830 -0.06 -0.09 0.05
O -0.4004 0.1746 2.9301 -0.12 0.09 0.08
C -0.2864 -2.0507 3.8416 0.06 0.04 -0.02
O 1.1060 -2.1217 3.6369 -0.03 -0.02 0.03
C 1.5073 -2.9538 2.5759 0.01 0.07 0.03
C 1.4401 -2.3251 1.1865 -0.05 -0.10 0.05
O 1.8715 -2.9035 0.2236 0.02 0.04 -0.01
O 0.8576 -1.1383 1.1218 -0.08 0.04 -0.05
H -3.0209 -1.8794 1.2823 0.18 -0.05 -0.04
H -0.7689 -3.0168 3.6741 -0.01 0.02 -0.02
H -0.4409 -1.7631 4.8848 -0.01 -0.01 -0.01
H 0.9235 -3.8807 2.5461 0.01 0.00 -0.02
H 2.5467 -3.2285 2.7559 0.01 -0.01 -0.02
Br 5.0728 1.4040 7.0363 -0.02 -0.01 -0.02
C 3.9272 1.0619 5.6011 0.01 -0.01 0.05
C 2.5534 1.1415 5.7616 0.02 0.00 -0.03
C 1.7540 0.9100 4.6612 0.01 0.01 0.04
N 2.2411 0.6125 3.4542 0.01 -0.06 0.06
C 3.5682 0.5136 3.3148 -0.02 0.02 0.01
C 4.4469 0.7312 4.3611 0.01 0.02 -0.01
C 4.0058 0.1433 1.9541 -0.02 0.01 -0.02
C 5.2951 -0.2580 1.6458 0.01 -0.01 0.00
C 5.5656 -0.6606 0.3487 0.01 -0.01 -0.01
Br 7.2931 -1.2159 -0.1155 -0.01 0.01 0.01
C 4.5504 -0.6738 -0.5943 0.00 0.01 0.01
C 3.2987 -0.2465 -0.2045 0.02 0.01 -0.02
N 3.0336 0.1781 1.0354 0.08 -0.10 0.09
H 2.1156 1.4069 6.7120 -0.01 0.00 0.00
H 0.6787 0.9865 4.7339 0.00 -0.01 -0.02
H 5.5150 0.6699 4.2196 0.00 0.00 0.00
H 6.0702 -0.2807 2.3963 -0.01 0.00 0.01
H 4.7222 -1.0153 -1.6038 0.00 0.00 0.00
H 2.4722 -0.2506 -0.9032 -0.01 0.01 0.02
N 0.9644 2.5889 2.3731 -0.27 0.16 0.14
C 1.4950 3.5812 2.6906 0.10 -0.08 0.03
C 2.1909 4.6742 3.1110 -0.01 -0.03 -0.11
C 2.8543 4.5462 4.3618 0.02 -0.01 -0.04
N 3.3807 4.3406 5.3660 -0.02 0.02 0.02
C 2.3430 5.7925 2.2467 0.01 0.05 0.18
N 2.4677 6.6977 1.5469 -0.01 -0.03 -0.09
N 0.9034 2.5583 -1.1358 -0.01 0.00 -0.01
C 1.4649 3.5842 -1.7900 0.00 -0.01 0.00
C 2.6849 3.8235 -1.1945 -0.01 0.00 0.02
C 2.7695 2.8730 -0.1765 0.00 -0.03 -0.01
N 1.6807 2.1045 -0.1454 -0.04 0.02 -0.01
H 0.0004 2.1313 -1.2643 -0.01 -0.01 0.02
H 0.9667 4.0617 -2.6159 -0.01 0.00 -0.01
H 3.3972 4.5888 -1.4435 0.01 0.01 0.00
H 3.5604 2.7250 0.5408 0.01 0.01 0.00
C 1.0782 -2.6847 -5.2484 0.01 0.02 -0.01
O 0.2147 -2.2341 -4.1907 0.09 0.11 0.05
C -0.6374 -1.2542 -4.5289 -0.36 -0.35 -0.17
O -0.7053 -0.7799 -5.6312 0.18 0.13 0.07
C -1.5168 -0.8934 -3.3688 0.12 0.09 0.02
C -2.6939 -0.3335 -3.6385 -0.12 0.02 0.01
As -4.0359 0.3620 -2.3701 0.02 -0.07 0.01
C -5.5998 -0.5113 -3.1600 -0.01 0.02 -0.01
C -3.4267 -0.7702 -0.9398 0.01 -0.02 -0.04
C -2.0849 -0.4103 -0.5552 0.00 0.13 0.09
As -0.6603 -1.1981 -1.6181 0.01 0.01 -0.09
C -1.0717 -3.1082 -1.4252 -0.04 0.03 -0.02
C -1.8080 0.6566 0.2445 -0.05 -0.15 -0.06
O -0.5918 1.0975 0.4492 0.10 -0.07 0.11
O -2.8140 1.2914 0.8434 0.01 -0.02 -0.03
C -2.5055 2.4369 1.6515 0.01 0.06 0.04
C -4.0594 -1.8853 -0.3436 -0.03 0.05 -0.09
O -3.6715 -2.4293 0.7623 -0.07 0.03 0.12
O -5.0935 -2.4162 -0.9234 -0.03 0.04 0.01
C -5.7744 -3.5092 -0.2622 -0.02 -0.08 0.00
C -3.1951 -0.1866 -5.0496 0.28 -0.01 -0.16
O -3.6173 -1.1034 -5.6997 -0.13 0.05 0.08
O -3.1741 1.0899 -5.4362 -0.08 -0.03 0.05
C -3.5925 1.3138 -6.7957 -0.01 0.00 -0.01
H 1.6736 -3.4844 -4.8206 0.00 0.01 0.00
H 1.7114 -1.8669 -5.5876 0.00 -0.01 0.00
H 0.4856 -3.0475 -6.0851 -0.01 -0.01 0.01
H -5.8913 0.0806 -4.0272 0.01 0.00 0.00
H -6.4126 -0.4833 -2.4375 0.00 -0.01 0.01
H -5.3912 -1.5303 -3.4706 -0.01 -0.02 0.01
H -2.0671 -3.3538 -1.7945 0.01 0.02 0.00
H -0.9884 -3.3635 -0.3703 0.01 -0.01 0.04
H -0.3321 -3.6740 -1.9849 0.01 0.02 0.00
H -3.4669 2.8270 1.9694 0.00 -0.01 0.00
H -1.9721 3.1893 1.0717 -0.01 -0.01 -0.01
H -1.9096 2.1477 2.5141 -0.01 -0.01 -0.01
H -6.6330 -3.7216 -0.8884 0.01 0.00 0.00
H -6.0819 -3.2080 0.7358 0.00 0.02 -0.01
H -5.1125 -4.3705 -0.2073 -0.01 0.01 0.00
H -3.5019 2.3826 -6.9565 0.00 0.00 0.00
H -4.6215 0.9869 -6.9331 0.01 0.00 0.00
H -2.9442 0.7624 -7.4732 0.01 0.00 0.01
```
Positions in Å, forces in eV/Å.

Summary:
DFT total energy: -13183.8510 hartree
HOMO energy (alpha / beta): -10.661 / -10.662 eV
Frontier orbital gap (alpha / beta): 0.2463 / 0.2109 hartree
Net charge: +1
2S+1: 2
LUMO level (alpha / beta): -3.958 / -4.923 eV